The following is a DFT calculation (ωB97M-V/def2-TZVPD) of an isolated ion of composition C5H9O and charge -2 in a non-equilibrium geometry.

Geometry as XYZ:
```
15
Properties=species:S:1:pos:R:3
C -0.980 -0.919 1.392
O -1.922 -1.626 0.747
C -0.765 0.596 0.808
C 0.627 0.774 0.118
C 0.558 -0.248 -1.055
C 1.181 0.082 -2.175
H 0.025 -1.408 1.316
H -1.192 -0.868 2.482
H -1.658 0.653 0.174
H -0.991 1.210 1.678
H 1.429 0.704 0.838
H 0.718 1.798 -0.312
H 0.157 -1.207 -0.726
H 1.694 1.030 -2.238
H 1.118 -0.571 -3.046
```

The charge is -2. For the total energy, the calculation gives -7372.337 eV. As for the spin multiplicity: 2. For the energy above the lowest of the compared OMol25 structures with the same formula, charge and spin, the calculation gives 8.5 kcal/mol.

Results of the Löwdin charge analysis, in e, for atoms 1 through 2: C -0.575; O -0.407



The following is a DFT calculation (ωB97M-V/def2-TZVPD) of C5H9O3Yb as an isolated structure in a non-equilibrium geometry.

Geometry as XYZ:
```
18
Properties=species:S:1:pos:R:3
O 2.436 1.024 -0.244
C 2.330 0.998 1.083
C 1.371 0.117 1.771
H 2.701 1.885 1.619
H 1.687 -0.939 1.719
H 1.216 0.511 2.783
O -0.321 -0.049 -2.755
C -1.345 -0.792 -2.179
C -1.580 -0.387 -0.726
O -0.292 -0.324 -0.104
C -0.260 0.077 1.253
Yb 1.198 0.446 -1.671
H -1.119 -1.879 -2.200
H -2.307 -0.663 -2.711
H -2.214 -1.110 -0.191
H -2.041 0.613 -0.663
H -0.630 1.108 1.353
H -0.831 -0.637 1.862
```

The charge is +1. For the total energy, the calculation gives -42994.496 eV. As for the spin multiplicity: 3.

Results of the Löwdin charge analysis, in e, for atoms 1 through 2: O -0.342; C -0.270



The following is a DFT calculation (ωB97M-V/def2-TZVPD) of one molecule with the formula C5H9O7 in a non-equilibrium geometry.

Geometry as XYZ:
```
21
Properties=species:S:1:pos:R:3
H 3.476 -0.814 0.746
O 3.357 -0.459 -0.164
O 1.931 -0.816 -0.357
C 1.230 0.388 -0.558
C -0.285 0.072 -0.349
C -1.008 1.385 -0.578
C -0.547 -0.581 1.069
C -1.985 -0.804 1.461
O -2.986 -0.213 1.099
O -0.176 0.163 2.262
O 1.149 0.375 2.341
O -0.713 -0.945 -1.241
O -0.353 -0.434 -2.597
H 1.582 1.185 0.117
H 1.337 0.717 -1.604
H -0.719 2.127 0.182
H -0.708 1.745 -1.569
H -2.092 1.241 -0.541
H -0.041 -1.557 1.071
H -2.044 -1.513 2.317
H -0.406 -1.262 -3.107
```

The charge is 0. For the total energy, the calculation gives -19652.663 eV. As for the spin multiplicity: 2. For the energy above the lowest of the compared OMol25 structures with the same formula, charge and spin, the calculation gives 42.9 kcal/mol.

Results of the Löwdin charge analysis, in e, for atoms 1 through 2: H 0.107; O -0.010



The following is a DFT calculation (ωB97M-V/def2-TZVPD) of C5H9OP as an isolated structure in a non-equilibrium geometry.

Geometry as XYZ:
```
16
Properties=species:S:1:pos:R:3
C -1.501 -0.224 0.457
C 0.268 0.773 -1.125
C -1.052 -1.643 0.168
C -0.232 0.599 0.288
C 0.682 -0.340 -0.340
O 0.134 -1.509 -0.526
P 3.024 -0.072 0.151
H -2.330 0.120 -0.161
H -1.918 -0.176 1.524
H -0.334 0.690 -1.984
H 1.045 1.526 -1.074
H -1.045 -2.325 1.014
H -1.803 -2.245 -0.527
H 0.033 1.386 1.024
H 2.835 0.021 1.570
H 2.642 1.259 0.202
```

The charge is 0. For the total energy, the calculation gives -16663.047 eV. For the energy above the lowest of the compared OMol25 structures with the same formula, charge and spin, the calculation gives 88.6 kcal/mol.

Results of the Löwdin charge analysis, in e, for atoms 1 through 2: C -0.127; C -0.084